ORCA calculation (wB97M-V/def2-TZVPD) on a 9-piece molecular cluster, C36H74B2IO26 overall in a non-equilibrium geometry.

Last columns: bonded neighbours and bond lengths (Å).
Element x y z (Å)
1 C 4.78 3.97 1.84  C2 1.388, H18 1.116, H19 1.127
2 C 4.77 3.95 0.45  C1 1.388, C3 1.563, H20 1.130
3 C 5.39 2.85 -0.47  C2 1.563, B4 1.648, H21 1.139, H22 1.132
4 B 4.45 1.51 -0.69  C3 1.648, I5 2.252, C6 1.640, B15 1.699
5 I 3.89 0.52 1.25  B4 2.252
6 C 3.17 1.72 -1.69  B4 1.640, C7 1.585, H23 1.138, H24 1.129
7 C 1.92 2.48 -1.07  C6 1.585, C8 1.583, H25 1.139, H26 1.120
8 C 0.82 1.55 -0.42  C7 1.583, C9 1.601, H27 1.132, H28 1.124
9 C -0.67 2.11 -0.62  C8 1.601, C10 1.601, H29 1.129, H30 1.121
10 C -1.54 1.43 0.54  C9 1.601, C11 1.594, H31 1.128, H32 1.120
11 C -3.05 1.94 0.51  C10 1.594, C12 1.594, H33 1.122, H34 1.131
12 C -3.88 1.23 -0.66  C11 1.594, O13 1.436, H35 1.130, H36 1.134
13 O -4.81 2.11 -1.31  C12 1.436, C14 1.435
14 C -4.07 3.07 -2.07  O13 1.435, H37 1.131, H38 1.119, H39 1.132
15 B 5.46 0.38 -1.46  B4 1.699, C16 1.621, O17 1.449
16 C 6.31 -0.79 -0.71  B15 1.621, H40 1.120, H41 1.140, H42 1.121
17 O 5.60 0.50 -2.89  B15 1.449, H43 0.966
18 H 5.64 3.66 2.49  C1 1.116
19 H 3.84 4.30 2.37  C1 1.127
20 H 4.30 4.84 -0.07  C2 1.130
21 H 6.38 2.52 -0.02  C3 1.139
22 H 5.63 3.28 -1.49  C3 1.132
23 H 2.82 0.68 -2.00  C6 1.138
24 H 3.53 2.21 -2.64  C6 1.129
25 H 1.41 3.02 -1.93  C7 1.139
26 H 2.18 3.28 -0.32  C7 1.120
27 H 0.99 1.59 0.70  C8 1.132
28 H 0.91 0.46 -0.70  C8 1.124
29 H -0.71 3.22 -0.45  C9 1.129
30 H -1.02 1.79 -1.64  C9 1.121
31 H -1.47 0.32 0.35  C10 1.128
32 H -1.11 1.69 1.54  C10 1.120
33 H -3.11 3.06 0.49  C11 1.122
34 H -3.53 1.63 1.49  C11 1.131
35 H -4.44 0.37 -0.20  C12 1.130
36 H -3.15 0.76 -1.38  C12 1.134
37 H -3.03 2.69 -2.31  C14 1.131
38 H -4.55 3.37 -3.03  C14 1.119
39 H -3.90 3.98 -1.41  C14 1.132
40 H 6.78 -0.40 0.22  C16 1.120
41 H 7.16 -1.06 -1.41  C16 1.140
42 H 5.69 -1.71 -0.58  C16 1.121
43 H 5.19 -0.23 -3.37  O17 0.966
44 C 9.55 7.78 4.47  O45 1.426, H50 1.089, H51 1.091, H52 1.091
45 O 9.49 7.71 3.04  C44 1.426, C46 1.340
46 C 8.56 6.87 2.58  O45 1.340, O47 1.202, O48 1.333
47 O 7.81 6.20 3.25  C46 1.202
48 O 8.61 6.89 1.24  C46 1.333, C49 1.433
49 C 7.66 6.03 0.60  O48 1.433, H53 1.090, H54 1.090, H55 1.089
50 H 10.33 8.49 4.73  C44 1.089
51 H 8.60 8.14 4.87  C44 1.091
52 H 9.80 6.81 4.89  C44 1.091
53 H 6.64 6.32 0.85  C49 1.090
54 H 7.84 4.99 0.87  C49 1.090
55 H 7.79 6.14 -0.47  C49 1.089
56 C -6.62 0.32 -2.95  O57 1.432, H62 1.088, H63 1.087, H64 1.091
57 O -7.44 -0.85 -3.08  C56 1.432, C58 1.335
58 C -6.80 -1.91 -3.58  O57 1.335, O59 1.201, O60 1.341
59 O -5.65 -1.96 -3.91  C58 1.201
60 O -7.68 -2.93 -3.65  C58 1.341, C61 1.427
61 C -7.13 -4.14 -4.17  O60 1.427, H65 1.090, H66 1.091, H67 1.090
62 H -7.24 1.11 -2.54  C56 1.088
63 H -5.79 0.13 -2.27  C56 1.087
64 H -6.25 0.64 -3.93  C56 1.091
65 H -6.33 -4.50 -3.53  C61 1.090
66 H -6.78 -3.99 -5.19  C61 1.091
67 H -7.93 -4.88 -4.18  C61 1.090
68 C -10.47 -2.49 -4.51  O69 1.432, H74 1.088, H75 1.091, H76 1.087
69 O -11.56 -2.75 -5.40  C68 1.432, C70 1.333
70 C -12.32 -3.79 -5.04  O69 1.333, O71 1.205, O72 1.337
71 O -12.16 -4.49 -4.07  C70 1.205
72 O -13.30 -3.92 -5.95  C70 1.337, C73 1.427
73 C -14.19 -5.00 -5.69  O72 1.427, H77 1.091, H78 1.091, H79 1.089
74 H -9.93 -1.63 -4.89  C68 1.088
75 H -10.84 -2.25 -3.51  C68 1.091
76 H -9.79 -3.34 -4.47  C68 1.087
77 H -14.70 -4.86 -4.74  C73 1.091
78 H -13.66 -5.95 -5.70  C73 1.091
79 H -14.94 -5.01 -6.48  C73 1.089
80 C 9.85 -2.33 -4.00  O81 1.426, H86 1.089, H87 1.091, H88 1.091
81 O 9.13 -3.27 -3.20  C80 1.426, C82 1.335
82 C 9.41 -4.55 -3.47  O81 1.335, O83 1.204, O84 1.338
83 O 10.18 -4.95 -4.30  C82 1.204
84 O 8.67 -5.31 -2.66  C82 1.338, C85 1.425
85 C 8.87 -6.71 -2.84  O84 1.425, H89 1.091, H90 1.091, H91 1.089
86 H 9.54 -1.34 -3.69  C80 1.089
87 H 10.92 -2.43 -3.84  C80 1.091
88 H 9.60 -2.46 -5.06  C80 1.091
89 H 9.91 -6.99 -2.63  C85 1.091
90 H 8.59 -7.02 -3.85  C85 1.091
91 H 8.23 -7.23 -2.13  C85 1.089
92 C 8.04 3.96 5.66  O93 1.432, H98 1.089, H99 1.091, H100 1.091
93 O 8.84 4.40 6.76  C92 1.432, C94 1.336
94 C 8.97 3.50 7.75  O93 1.336, O95 1.201, O96 1.342
95 O 8.47 2.41 7.78  C94 1.201
96 O 9.74 4.04 8.70  C94 1.342, C97 1.425
97 C 9.96 3.19 9.82  O96 1.425, H101 1.091, H102 1.091, H103 1.089
98 H 8.01 4.76 4.93  C92 1.089
99 H 8.47 3.07 5.19  C92 1.091
100 H 7.02 3.76 5.99  C92 1.091
101 H 10.48 2.28 9.52  C97 1.091
102 H 9.02 2.96 10.32  C97 1.091
103 H 10.60 3.73 10.53  C97 1.089
104 C -15.98 -1.13 -4.94  O105 1.427, H110 1.089, H111 1.091, H112 1.091
105 O -16.94 -1.97 -4.30  C104 1.427, C106 1.338
106 C -16.95 -1.88 -2.97  O105 1.338, O107 1.201, O108 1.338
107 O -16.24 -1.17 -2.31  C106 1.201
108 O -17.88 -2.72 -2.50  C106 1.338, C109 1.426
109 C -18.00 -2.72 -1.08  O108 1.426, H113 1.091, H114 1.091, H115 1.089
110 H -16.07 -1.28 -6.02  C104 1.089
111 H -16.19 -0.08 -4.73  C104 1.091
112 H -14.97 -1.39 -4.63  C104 1.091
113 H -18.29 -1.74 -0.71  C109 1.091
114 H -17.07 -3.05 -0.62  C109 1.091
115 H -18.78 -3.43 -0.82  C109 1.089
116 C 13.16 4.03 6.26  O117 1.427, H122 1.089, H123 1.091, H124 1.091
117 O 14.51 3.66 6.51  C116 1.427, C118 1.337
118 C 14.71 3.08 7.70  O117 1.337, O119 1.203, O120 1.339
119 O 13.87 2.85 8.52  C118 1.203
120 O 16.01 2.79 7.81  C118 1.339, C121 1.426
121 C 16.37 2.16 9.03  O120 1.426, H125 1.091, H126 1.091, H127 1.089
122 H 13.12 4.49 5.27  C116 1.089
123 H 12.52 3.15 6.25  C116 1.091
124 H 12.81 4.75 6.99  C116 1.091
125 H 15.86 1.21 9.14  C121 1.091
126 H 16.15 2.81 9.88  C121 1.091
127 H 17.44 1.98 9.01  C121 1.089
128 C -10.99 -6.31 -2.48  O129 1.432, H134 1.087, H135 1.090, H136 1.092
129 O -11.31 -7.62 -2.00  C128 1.432, C130 1.336
130 C -10.66 -7.98 -0.90  O129 1.336, O131 1.202, O132 1.340
131 O -9.85 -7.31 -0.30  C130 1.202
132 O -11.05 -9.21 -0.56  C130 1.340, C133 1.426
133 C -10.42 -9.72 0.61  O132 1.426, H137 1.091, H138 1.091, H139 1.089
134 H -11.57 -6.12 -3.38  C128 1.087
135 H -11.25 -5.55 -1.74  C128 1.090
136 H -9.93 -6.24 -2.74  C128 1.092
137 H -10.66 -9.10 1.48  C133 1.091
138 H -9.34 -9.79 0.48  C133 1.091
139 H -10.82 -10.72 0.79  C133 1.089

The value obtained for the LUMO energy is 1.401 eV. The total energy is -3719.7971 Ha. For the HOMO-LUMO gap, the calculation gives 5.583 eV. As for the total charge: -1.